Molecular formula: C66H154N10O11
Method: DFT, ωB97M-V with the def2-TZVPD basis set

The geometry in XYZ format:
```
241
Properties=species:S:1:pos:R:3:forces:R:3:lowdin_charge:R:1
C 7.51004 0.84187 -5.22640 -0.4 -0.9 -0.6 -0.039
C 7.70356 0.21095 -3.84334 0.0 0.1 -0.2 -0.519
C 8.63763 -1.00122 -3.99226 -0.4 0.0 -0.8 -0.025
C 8.33494 1.26926 -2.93992 -0.1 0.0 0.6 -0.117
C 8.17845 0.96190 -1.44503 0.2 -0.2 -1.5 -0.163
C 6.71465 0.76874 -1.11825 -1.4 -0.9 -2.7 -0.156
C 6.03367 -0.31911 -1.95943 0.7 0.2 0.1 -0.465
C 6.44037 -1.72919 -1.52171 -0.7 -1.2 -1.7 0.001
C 4.53993 -0.15564 -1.72637 -0.7 -0.7 -0.4 -0.039
N 6.35414 -0.07858 -3.36427 -0.8 0.9 0.2 -0.087
O 5.66612 -0.98648 -4.20299 0.5 -0.3 0.2 -0.029
H 7.19767 0.04984 -5.91823 0.0 0.1 0.0 0.074
H 6.68021 1.54701 -5.18942 0.2 0.3 0.0 0.082
H 8.41324 1.25283 -5.67781 0.1 0.3 0.4 0.087
H 8.10558 -1.82059 -4.48321 -0.1 -0.1 0.3 0.086
H 9.38941 -0.71924 -4.73494 0.4 0.0 0.4 0.083
H 9.08808 -1.34106 -3.06414 0.1 0.0 0.0 0.071
H 9.40375 1.29847 -3.16641 0.0 0.2 -0.2 0.125
H 7.90142 2.24976 -3.15620 0.0 0.0 -0.1 0.121
H 8.74493 0.04208 -1.26323 -0.2 0.8 -0.3 0.077
H 8.60565 1.79061 -0.87920 0.1 -0.2 0.1 0.130
H 6.18422 1.71073 -1.29968 0.0 0.1 0.1 0.150
H 6.54858 0.52287 -0.06408 -2.5 -1.6 -3.3 0.047
H 7.43552 -2.04692 -1.83689 0.4 0.5 0.8 0.076
H 5.89265 -2.38632 -2.22332 -0.3 0.1 0.3 0.095
H 6.12276 -2.05707 -0.53545 0.7 0.5 -0.2 0.042
H 4.27854 -0.60686 -0.76527 0.0 0.3 -0.3 0.059
H 3.92009 -0.69336 -2.45338 0.5 -0.2 0.0 0.083
H 4.17504 0.87261 -1.78606 0.3 0.1 0.3 0.083
H 4.93449 -0.44860 -4.54276 0.0 -0.1 -0.3 0.051
C -5.97881 -5.91685 2.61569 -0.2 0.5 -0.5 -0.034
C -4.74800 -6.47365 3.34514 -1.2 0.2 0.5 -0.524
C -5.27066 -7.50328 4.35230 0.2 -0.3 -0.3 -0.033
C -3.79160 -7.12785 2.37994 0.7 -0.3 0.1 -0.140
C -3.04125 -6.10232 1.55022 0.0 -0.5 0.5 -0.201
C -2.20827 -5.29050 2.53035 0.8 -0.5 -1.0 -0.145
C -3.04089 -4.54149 3.56768 0.9 0.3 -0.4 -0.512
C -2.06971 -4.15511 4.68614 -0.3 -0.3 0.6 -0.025
C -3.61546 -3.31478 2.87054 -0.9 0.4 0.0 -0.029
N -4.03404 -5.45430 4.12663 0.5 -0.4 0.0 -0.098
O -4.88901 -4.81220 5.03548 0.0 0.2 0.1 -0.005
H -6.78340 -5.58254 3.27513 0.2 -0.1 0.3 0.082
H -5.73443 -5.03870 2.00982 0.0 -0.2 -0.2 0.051
H -6.42866 -6.67308 1.96838 0.1 0.0 -0.1 0.091
H -4.46786 -7.79747 5.02760 -0.1 0.1 0.1 0.090
H -6.11009 -7.08736 4.90094 0.0 -0.1 0.2 0.076
H -5.60223 -8.39978 3.82084 -0.1 0.1 0.0 0.086
H -3.02921 -7.65557 2.96927 -0.1 0.0 0.1 0.127
H -4.26478 -7.92198 1.79842 -0.3 0.3 -0.1 0.123
H -2.41957 -6.62668 0.82515 0.1 0.1 0.0 0.107
H -3.71761 -5.45945 0.98954 -0.1 -0.1 0.0 0.072
H -1.54360 -4.65734 1.92552 -0.4 0.7 0.4 0.121
H -1.46256 -5.93252 3.01445 -0.4 -0.3 0.2 0.123
H -1.79405 -5.07848 5.20216 0.1 0.0 -0.2 0.089
H -2.54205 -3.55377 5.46534 0.0 0.3 -0.2 0.080
H -1.16062 -3.69073 4.30600 -0.1 0.2 0.0 0.088
H -2.86090 -2.60708 2.52713 0.2 -0.2 0.0 0.079
H -4.27891 -2.72870 3.51834 0.1 0.0 0.0 0.073
H -4.21857 -3.61037 2.00863 0.1 0.1 -0.1 0.065
H -5.30082 -4.06309 4.57571 -0.1 -0.1 -0.1 0.087
C 9.20535 -0.54563 0.91390 0.3 0.0 0.5 -0.027
C 8.14058 -0.13249 1.93394 0.4 0.3 0.7 -0.475
C 8.82182 0.20333 3.28069 0.2 -1.1 0.3 -0.016
C 7.39903 1.09898 1.41211 0.4 0.5 1.6 -0.166
C 5.99716 1.26864 2.00856 0.8 0.0 -0.4 -0.125
C 5.21825 0.01888 1.69305 -1.1 0.2 0.5 -0.144
C 5.82696 -1.20553 2.37748 -0.4 -0.2 0.1 -0.499
C 5.52952 -1.18970 3.88711 0.3 0.7 0.0 -0.013
C 5.10528 -2.40885 1.77658 -0.3 -0.9 -0.2 -0.026
N 7.23784 -1.28568 2.03205 -0.2 0.0 -0.9 -0.093
O 7.86952 -2.34690 2.72086 0.0 0.0 0.3 -0.006
H 9.94097 0.25834 0.80977 -0.1 0.0 -0.2 0.103
H 9.75935 -1.41584 1.26527 -0.1 -0.1 0.1 0.085
H 8.72621 -0.76244 -0.04003 0.3 -0.4 0.8 0.047
H 9.13180 1.23886 3.39172 -0.1 0.1 -0.2 0.080
H 8.20670 -0.09743 4.13174 -0.2 0.3 -0.1 0.075
H 9.69739 -0.44474 3.38241 0.1 0.2 0.0 0.077
H 7.96814 2.01124 1.58635 0.4 -0.1 0.2 0.132
H 7.26723 0.97802 0.32988 2.9 2.0 4.1 -0.017
H 6.05393 1.38457 3.09147 -0.1 0.3 0.0 0.109
H 5.58076 2.16700 1.55002 -0.4 0.0 0.2 0.117
H 5.03203 -0.11618 0.62194 0.6 -0.1 0.6 0.078
H 4.18898 0.09187 2.07078 0.2 0.1 0.2 0.096
H 4.45472 -1.29137 4.02495 0.0 -0.3 0.2 0.060
H 5.81060 -0.24117 4.35422 0.0 0.0 -0.1 0.075
H 6.09704 -1.95287 4.41545 -0.2 -0.3 -0.1 0.084
H 5.45382 -2.61499 0.76046 -0.2 0.0 0.5 0.054
H 4.02400 -2.24872 1.70997 0.1 0.2 0.1 0.082
H 5.20360 -3.33900 2.34514 0.3 0.2 0.1 0.090
H 7.97257 -3.03787 2.05844 0.0 0.0 0.0 0.108
C -7.32112 -1.66488 -2.78066 0.0 0.6 -0.1 -0.028
C -8.48707 -1.75156 -1.77334 -0.3 -0.3 -0.9 -0.528
C -9.74669 -1.80896 -2.63934 -0.9 0.3 -0.1 -0.049
C -8.44519 -3.05700 -1.01420 -0.3 -1.7 0.9 -0.152
C -7.54047 -3.04967 0.20743 1.2 0.9 -0.9 -0.174
C -7.82213 -1.85653 1.12888 0.4 -1.4 -0.4 -0.125
C -7.86466 -0.51160 0.38994 -0.1 0.0 1.3 -0.522
C -8.65707 0.40348 1.33205 0.3 0.1 0.4 -0.032
C -6.44482 0.01848 0.21439 0.5 0.1 -0.7 -0.016
N -8.61130 -0.65185 -0.83978 -1.1 -0.1 0.2 -0.094
O -8.71956 0.56905 -1.55096 0.5 0.2 0.0 -0.006
H -6.32896 -1.74279 -2.33411 0.0 -0.1 0.0 0.063
H -7.44677 -2.41314 -3.56362 0.1 -0.3 0.2 0.081
H -7.39584 -0.71122 -3.30999 0.2 0.1 0.2 0.084
H -10.67727 -1.81007 -2.06061 0.3 -0.2 0.3 0.089
H -9.88275 -0.94570 -3.29389 0.5 -0.1 -0.2 0.081
H -9.73606 -2.72460 -3.23170 0.0 0.1 -0.1 0.086
H -9.43818 -3.43460 -0.73022 -0.2 0.7 0.2 0.124
H -8.13392 -3.88583 -1.66347 0.3 0.4 -0.3 0.121
H -7.50514 -4.00508 0.72885 -0.3 0.0 0.1 0.098
H -6.52596 -2.90677 -0.21046 0.0 -0.1 0.3 0.103
H -6.98934 -1.79559 1.83186 -0.2 0.0 0.3 0.112
H -8.72798 -2.13071 1.67548 -0.2 0.6 0.0 0.122
H -9.61269 -0.06256 1.57366 -0.3 0.3 -0.4 0.086
H -8.73504 1.42148 0.94618 -0.3 -0.1 0.0 0.080
H -8.16518 0.48171 2.30829 0.3 0.0 -0.2 0.088
H -6.42157 1.08541 -0.01621 -0.2 -0.1 -0.2 0.089
H -5.99584 -0.52066 -0.62385 0.2 0.2 0.1 0.058
H -5.78103 -0.10424 1.07047 -0.3 -0.2 0.2 0.066
H -9.44302 1.03639 -1.12020 -0.1 -0.1 -0.1 0.100
C 0.46037 5.36125 -0.86566 -0.3 0.6 -0.1 -0.038
C 1.83385 5.60440 -0.26044 0.5 -0.5 -0.3 -0.507
C 2.61951 4.27400 -0.27079 -0.4 -0.4 0.1 -0.028
C 2.56661 6.61902 -1.15845 1.6 -0.9 0.3 -0.119
C 3.75485 7.28209 -0.45497 -0.2 0.8 1.7 -0.166
C 3.31497 7.77132 0.93436 -1.1 0.9 -0.2 -0.149
C 2.70797 6.72972 1.86582 0.9 -1.0 -0.1 -0.543
C 3.77149 5.71162 2.32297 0.3 0.1 -0.8 -0.019
C 2.13320 7.43595 3.07519 -0.4 0.9 -0.1 -0.039
N 1.63883 6.12972 1.08630 -1.2 1.1 -0.2 -0.105
O 0.80747 5.26816 1.84795 0.5 -0.5 0.2 -0.026
H -0.05079 6.33022 -0.88070 -0.2 -0.1 0.1 0.093
H 0.51141 5.03193 -1.90383 0.2 -0.2 0.1 0.087
H -0.11510 4.65361 -0.27563 0.0 -0.1 -0.1 0.061
H 2.32191 3.71651 0.62210 0.1 -0.2 -0.1 0.069
H 2.34331 3.69431 -1.15559 0.0 0.0 0.0 0.065
H 3.70506 4.35965 -0.27755 0.0 0.2 0.1 0.070
H 3.07706 5.98257 -1.88922 -0.7 0.2 -0.6 0.113
H 1.90965 7.33120 -1.64989 -0.1 0.1 0.1 0.119
H 4.61793 6.63185 -0.30108 0.0 -0.1 -0.6 0.102
H 4.05364 8.21336 -0.93805 0.3 -0.4 -0.5 0.111
H 2.48568 8.45851 0.69596 0.0 0.0 0.3 0.122
H 4.01036 8.39502 1.50269 0.5 -0.3 -0.3 0.123
H 4.36267 5.34902 1.47791 -0.2 0.0 -0.1 0.055
H 3.29320 4.82878 2.74399 0.1 0.1 0.5 0.085
H 4.50901 6.20665 2.95619 -0.3 -0.2 0.5 0.087
H 1.60320 6.80014 3.77981 0.0 -0.2 -0.2 0.082
H 1.46548 8.21278 2.68429 -0.2 -0.1 0.3 0.089
H 2.89785 7.97656 3.63752 0.2 -0.2 -0.1 0.087
H -0.02685 5.74025 1.92422 0.0 0.1 0.0 0.108
C -6.38261 2.08715 5.72898 -0.6 0.2 1.0 -0.140
O -5.69076 1.14348 4.97432 0.4 -0.1 -0.1 -0.186
C -4.67267 1.73783 4.17478 -0.5 0.0 -0.1 -0.203
C -3.83205 0.64425 3.56530 0.2 -0.9 -1.4 -0.421
C -3.13844 -0.29414 4.53769 -0.6 0.4 1.1 -0.056
N -2.85449 1.17450 2.57180 -0.7 0.3 0.9 0.059
H -7.11514 2.69839 5.18373 0.4 0.0 -0.4 0.087
H -5.70125 2.74169 6.28731 0.0 0.1 -0.2 0.087
H -6.98096 1.57484 6.48951 0.2 -0.2 -0.1 0.087
H -5.16620 2.25148 3.34009 0.2 0.3 0.1 0.125
H -4.09202 2.45174 4.77281 0.1 0.0 0.0 0.128
H -4.54080 0.08040 2.94149 0.0 -0.2 0.3 0.115
H -2.55031 -1.07768 4.07381 0.2 0.2 -0.2 0.051
H -3.85383 -0.79038 5.20314 -0.1 0.1 -0.1 0.079
H -2.51229 0.31331 5.20177 0.3 -0.2 -0.1 0.091
H -1.98111 1.25314 3.08309 0.2 0.0 -0.3 0.054
H -2.75046 0.46335 1.85732 0.3 0.0 0.0 0.045
C -2.64921 -1.13054 -0.73017 -1.4 0.1 -0.9 -0.109
O -1.70814 -0.24539 -0.21971 0.3 0.2 0.1 -0.199
C -0.36950 -0.65958 -0.01498 -0.5 -0.6 0.7 -0.173
C 0.42672 0.60429 0.17539 1.5 0.2 0.5 -0.398
C 1.90071 0.25574 0.40816 -0.3 -0.6 -0.7 -0.052
N -0.05814 1.33651 1.35482 -0.7 -0.1 -0.3 0.069
H -3.60449 -0.59697 -0.67329 0.0 -0.1 0.3 0.075
H -2.80232 -2.09251 -0.23081 0.6 0.1 0.4 0.072
H -2.55461 -1.32350 -1.80675 0.6 -0.1 0.1 0.095
H -0.32982 -1.27862 0.89928 0.1 0.3 0.1 0.135
H 0.02533 -1.34255 -0.77752 -0.1 0.5 -0.5 0.138
H 0.38331 1.22376 -0.72894 -0.3 -0.1 0.0 0.117
H 2.46356 1.10306 0.79564 0.0 0.0 -0.1 0.078
H 2.31748 -0.07603 -0.54954 0.1 0.3 0.2 0.052
H 2.02444 -0.59892 1.07889 -0.2 0.2 0.3 0.077
H -1.06637 1.40627 1.23918 0.0 0.2 0.2 0.046
H 0.26422 2.30016 1.38239 0.3 -0.1 -0.2 0.087
C -0.70367 -4.78657 -2.67430 0.3 0.5 -1.0 -0.105
O -1.77050 -3.95066 -2.30720 -0.8 0.6 0.1 -0.194
C -2.77954 -4.61363 -1.56856 0.7 -0.9 0.5 -0.216
C -3.49771 -5.69334 -2.35262 -1.0 -1.0 0.1 -0.428
C -4.28977 -5.09797 -3.51452 0.6 0.7 0.1 -0.048
N -4.34860 -6.47383 -1.41137 -0.3 0.3 -0.4 0.046
H -0.04971 -4.16121 -3.28912 0.1 0.0 0.3 0.092
H -1.01520 -5.56779 -3.37337 -0.1 -0.3 0.4 0.082
H -0.13682 -5.17788 -1.82713 -0.2 -0.2 0.1 0.096
H -2.29595 -5.03652 -0.68170 -0.1 -0.3 -0.1 0.101
H -3.54381 -3.94862 -1.15293 0.2 0.6 -0.5 0.117
H -2.82772 -6.46633 -2.73310 0.4 0.3 0.0 0.127
H -5.07360 -4.44834 -3.11069 -0.1 -0.1 -0.1 0.071
H -4.71140 -5.83386 -4.19592 -0.1 -0.1 0.1 0.076
H -3.62425 -4.44503 -4.08990 -0.1 -0.1 -0.1 0.080
H -4.80108 -7.19717 -1.96637 0.2 -0.1 0.1 0.074
H -5.14456 -5.90367 -1.11976 0.2 0.1 0.1 0.069
C 3.91971 -0.30058 -6.94880 0.2 0.5 -0.1 -0.072
O 3.72386 0.22881 -5.64654 -0.1 0.2 -0.1 -0.248
C 3.22648 1.57296 -5.62979 0.2 -1.1 -0.5 -0.185
C 2.97614 1.91519 -4.19049 0.3 0.7 0.4 -0.440
C 2.02307 0.94126 -3.55781 -0.8 -0.6 0.3 -0.064
N 2.43454 3.28476 -4.00677 -0.2 -0.2 -1.2 0.056
H 3.72004 0.46236 -7.70731 -0.2 -0.1 0.0 0.089
H 3.25753 -1.15258 -7.08504 0.1 -0.1 -0.1 0.095
H 4.97318 -0.55351 -7.08049 -0.1 -0.4 0.1 0.086
H 3.98987 2.18772 -6.11865 -0.2 0.4 0.1 0.132
H 2.29164 1.57867 -6.20764 0.0 0.3 0.0 0.135
H 3.94580 1.86323 -3.68253 -0.1 0.0 0.1 0.128
H 1.03580 0.96003 -4.03677 0.1 0.3 0.0 0.094
H 1.87447 1.16802 -2.50140 0.0 0.1 0.0 0.057
H 2.32608 -0.10477 -3.61929 0.3 0.2 -0.1 0.074
H 2.99047 3.93378 -4.56897 0.3 0.0 0.4 0.075
H 1.57754 3.29194 -4.57150 -0.2 0.0 0.5 0.077
C -2.10581 3.03242 -1.83776 -0.2 0.3 1.2 -0.121
O -2.52692 3.86783 -2.87979 0.3 0.3 -0.2 -0.198
C -3.61872 4.71058 -2.53166 0.7 -0.1 0.4 -0.204
C -3.60771 5.90006 -3.47495 -0.7 -0.9 -1.0 -0.437
C -4.77007 6.81906 -3.21700 -0.1 1.7 -0.4 -0.082
N -3.69353 5.42609 -4.87443 0.1 0.2 0.2 0.035
H -2.07970 3.56918 -0.87398 -0.3 0.1 -0.1 0.075
H -1.06126 2.74070 -1.94339 -0.2 -0.4 -0.7 0.075
H -2.80396 2.20407 -1.68194 0.3 -0.3 -0.2 0.090
H -4.55303 4.13772 -2.59920 -0.1 0.2 -0.1 0.134
H -3.48295 5.02530 -1.48709 -0.1 0.1 -0.1 0.123
H -2.66041 6.43568 -3.41191 0.0 0.0 0.4 0.139
H -4.72684 7.29159 -2.23318 -0.2 -0.4 0.2 0.079
H -5.76967 6.44470 -3.44721 0.1 -0.6 0.4 0.079
H -4.72077 7.68025 -3.89882 0.3 -0.2 0.0 0.080
H -4.61847 5.03454 -5.02427 0.0 0.0 -0.1 0.067
H -3.02949 4.66838 -4.99090 0.0 0.0 -0.1 0.060
C 1.89867 -0.19176 4.03003 -0.2 -0.4 0.5 -0.181
O 0.51978 -0.16607 3.70795 0.5 0.3 -0.1 -0.152
H 2.38054 -1.08137 3.60878 0.0 0.0 0.0 0.054
H 2.45500 0.69357 3.70565 -0.2 0.0 -0.1 0.078
H 1.97585 -0.24655 5.11880 0.2 -0.1 0.0 0.080
H 0.44933 0.43552 2.94432 -0.6 -0.1 -0.3 0.007
```
Positions in Å, forces in eV/Å.

LUMO: 0.38 eV
frontier orbital gap: 0.31108 Ha
E_tot: -3981.839176 Eh
SMILES: CC1(C)CCCC(C)(C)N1O.CC1(C)CCCC(C)(C)N1O.CC1(C)CCCC(C)(C)N1O.CC1(C)CCCC(C)(C)N1O.CC1(C)CCCC(C)(C)N1O.COC[C@H](C)N.COC[C@H](C)N.COC[C@H](C)N.COC[C@H](C)N.COC[C@H](C)N.CO
largest force on an atom: 5.4 eV/Å
ΔE to the lowest compared entry with this formula, charge and spin: 67.1 kJ/mol

=====

Molecular formula: H26NeO13
Method: DFT, ωB97M-V with the def2-TZVPD basis set

The geometry in XYZ format:
```
40
Properties=species:S:1:pos:R:3:forces:R:3:lowdin_charge:R:1
Ne 0.28884 0.19347 0.29089 -0.1 0.0 -0.1 0.070
O -1.67715 -2.67719 0.93055 -0.4 -0.1 -0.6 -0.036
H -1.04033 -2.62383 1.64319 0.5 0.4 0.6 0.007
H -2.35323 -3.27107 1.25683 -0.2 -0.2 0.0 0.060
O 0.32826 1.34322 -2.82789 -0.5 0.2 0.1 -0.042
H 1.25557 1.10690 -2.80538 0.8 -0.2 0.4 0.006
H 0.29425 2.12990 -3.37215 -0.2 0.2 -0.2 0.062
O -1.42276 3.20454 1.96140 0.3 0.4 0.8 -0.049
H -1.57214 3.06523 1.02624 -0.2 -0.2 -1.0 -0.005
H -1.62712 2.36114 2.36532 -0.2 -0.2 0.1 0.035
O 2.38175 -1.46082 1.53933 0.3 -0.2 0.7 -0.054
H 2.31475 -0.53968 1.28786 -0.1 0.3 0.0 -0.030
H 1.86710 -1.92742 0.88081 -0.3 -0.5 -0.6 -0.003
O 0.80268 2.17114 3.23118 0.5 -0.4 0.5 -0.052
H 0.21978 2.74854 2.73815 -0.5 0.5 -0.3 -0.018
H 1.43585 1.86007 2.58423 0.1 -0.3 0.0 -0.018
O -1.88121 2.29707 -0.64725 0.1 0.9 0.1 -0.041
H -2.13356 1.38831 -0.48385 -0.2 -0.8 -0.1 -0.012
H -1.09398 2.23399 -1.18812 0.3 -0.1 -0.3 0.018
O 1.42974 -2.79230 -0.93910 0.5 -0.3 0.7 -0.044
H 0.74396 -2.31479 -1.40591 -0.8 0.4 -0.5 -0.014
H 2.24790 -2.41987 -1.26797 0.2 -0.1 -0.1 0.026
O 2.93207 0.59784 -1.90088 0.0 0.0 -0.6 -0.033
H 3.26396 -0.29102 -2.02747 0.1 -0.2 -0.2 0.047
H 3.01035 0.75142 -0.95933 -0.1 0.1 0.6 0.000
O -0.51520 -1.38074 -2.48275 0.3 -0.6 0.4 -0.038
H -0.40617 -1.61021 -3.40562 -0.1 0.0 -0.3 0.063
H -0.41979 -0.42859 -2.45932 0.0 0.6 -0.1 -0.001
O -2.70648 -0.27769 0.07639 -0.3 0.9 -0.4 -0.051
H -2.31481 -1.13204 0.25779 0.5 -1.0 0.3 -0.003
H -2.78246 0.13865 0.93495 -0.2 0.0 0.3 0.056
O 2.71202 1.23101 0.92458 0.1 0.1 -0.1 -0.047
H 2.40987 2.13317 0.81950 -0.2 0.4 -0.2 0.079
H 3.55765 1.31101 1.36587 0.4 0.0 0.2 0.090
O -3.39844 -0.62343 -2.80195 -0.3 0.2 -0.5 -0.057
H -3.56188 -1.56648 -2.81513 0.0 -0.2 0.0 0.031
H -2.92969 -0.47256 -1.98112 0.0 0.0 0.3 -0.025
O -0.13356 -1.77772 3.13952 -0.4 -0.3 0.1 -0.041
H -0.33873 -0.92449 3.52179 -0.1 0.3 0.1 0.045
H 0.81236 -1.75467 2.99484 0.7 0.0 -0.3 0.017
```
Positions in Å, forces in eV/Å.

LUMO: -0.29 eV
frontier orbital gap: 0.37877 Ha
E_tot: -1122.691665 Eh
largest force on an atom: 1.2 eV/Å
ΔE to the lowest compared entry with this formula, charge and spin: 22.1 kJ/mol

=====

Question: Which value of E_tot does entry 2 give?
Answer: -1122.691665 Eh

=====

Question: Which value of frontier orbital gap does entry 1 give?
Answer: 0.31108 Ha

=====

Question: Which formula does entry 1 have?
Answer: C66H154N10O11

=====

Question: Which of these has the highest largest force on an atom?
Answer: C66H154N10O11